[1]
# CH5ISi

A 2-piece molecular cluster, CH5ISi overall (ωB97M-V with the def2-TZVPD basis set, the Open Molecules 2025 dataset).

XYZ file:
```
8
CH5ISi ωB97M-V with the def2-TZVPD basis set
H -1.0603 0.2764 -0.7610
H 0.9787 -1.7510 0.4456
H 2.1590 0.2625 1.0770
C -0.2767 0.5785 -0.0844
H -0.5158 1.4473 0.5056
H 1.9559 -0.3728 -1.2450
I -4.5495 -0.0700 -0.0104
Si 1.3087 -0.3710 0.0725
```

## Properties
**Energy**: -628.16414 Ha
**Energy above the lowest of the compared OMol25 structures with the same formula, charge and spin**: 76.2 kcal per mole
**E_LUMO (spin up / spin down)**: -0.55 / -3.37 eV
**HOMO-LUMO gap (spin up / spin down)**: 9.845 / 5.657 eV

---

[2]
# C18H38FNO13

A 5-piece molecular cluster, C18H38FNO13 overall (ωB97M-V with the def2-TZVPD basis set, the Open Molecules 2025 dataset).

XYZ file:
```
71
C18H38FNO13 ωB97M-V with the def2-TZVPD basis set
O -1.6306 5.5177 -1.9495
O -3.2616 6.4871 -3.1730
O -3.0474 7.0574 -1.1000
N 1.1911 -2.9748 -1.6579
H 2.1678 -1.7433 0.3502
C -0.1887 3.9475 1.3718
C 2.3295 -1.0373 -0.4691
H -1.6813 4.8441 6.5627
C 4.9600 -8.5434 -0.4030
C 4.1532 0.2875 -1.2459
C -1.0991 0.8486 -1.1568
O -4.0140 -1.4771 1.2124
O -0.6331 4.6769 2.5271
C 0.5703 -0.7006 -2.2836
C -1.3544 4.0741 5.8711
H 5.0260 -4.0182 1.3708
H 0.7949 3.5159 1.5431
O -0.5568 2.7608 3.7216
H -2.8664 7.6030 0.8397
H 1.8710 -0.0841 -0.1745
C 4.6457 -3.9678 0.3525
C -2.3586 6.9371 0.1496
H 5.7870 -8.4530 -1.1046
C -4.9402 -4.3575 -0.4997
H 0.5933 -3.0802 -0.8442
H 1.9594 -3.6246 -1.5259
H -1.4723 -1.1459 -1.6820
O 3.7334 -0.8855 -0.5702
H -1.9932 0.9076 -0.5335
O 6.0327 -6.2310 0.2981
H -1.3030 1.3185 -2.1222
H 4.8556 0.8330 -0.6125
C -2.8371 5.7068 -4.2955
F -0.1091 1.6132 -0.5253
H -3.6486 -1.5520 3.2685
O 4.1862 -7.3393 -0.3806
H 2.4868 -1.6137 -2.5043
O -3.5332 -3.6447 1.6246
H -2.9278 4.6443 -4.0780
H -0.1505 4.6686 0.5608
H -0.3614 -0.9488 -0.3229
H -1.3170 7.2342 0.0425
O 4.0429 -5.2134 -0.0263
H 4.2743 -9.3218 -0.7225
H -5.5597 -4.3514 -1.3907
H -5.4197 -4.9269 0.2939
H 3.8598 -3.2264 0.2795
H -3.9656 -4.7906 -0.7161
H -0.4185 3.6327 6.2080
H 3.3069 0.9431 -1.4701
H 5.3515 -8.7643 0.5881
C -3.2347 -1.1206 2.3595
C 1.6866 -1.5971 -1.7582
H -0.8918 3.1554 1.1276
H 5.4547 -3.7096 -0.3273
H -3.2684 -0.0366 2.4111
H -2.4091 5.9134 0.5149
C -4.0666 -2.7867 0.9712
H 0.2249 -1.0963 -3.2396
H 0.9886 0.2932 -2.4761
H -3.5001 5.9854 -5.1083
C -0.7656 3.9429 3.6270
H -2.2063 -1.4563 2.2389
O -1.1739 4.7393 4.6169
H -1.8043 5.9356 -4.5511
C 4.8688 -6.2569 -0.0059
H -2.1093 3.2947 5.7856
O -4.8054 -2.9826 -0.1199
C -2.5556 6.2817 -2.0627
H 4.6549 0.0287 -2.1822
C -0.6175 -0.5698 -1.3176
```

## Properties
**Energy**: -1841.39273 Ha
**E_LUMO**: 0.56 eV
**HOMO-LUMO gap**: 9.616 eV

---

[3]
# C11H12NO2

A 2-piece molecular cluster, C11H12NO2 overall (ωB97M-V with the def2-TZVPD basis set, the Open Molecules 2025 dataset).

XYZ file:
```
26
C11H12NO2 ωB97M-V with the def2-TZVPD basis set
H -1.4525 -1.5161 0.1881
C 1.9582 1.3894 -0.5196
H 0.2970 0.9621 -4.0069
N 0.1814 -0.2080 0.2615
H 0.5482 -0.4810 1.1765
H 2.1854 2.4320 -3.7282
C -0.8721 -0.8086 -0.3762
C 0.8971 0.5245 -0.6721
H -1.2811 0.3363 4.8098
C -0.4049 -0.1470 4.3830
C -1.0439 -1.1399 3.4038
O -0.3638 -1.6046 2.4391
C 2.5030 2.0229 -1.6198
C -0.9354 -0.4276 -1.6756
H -2.5817 -1.5604 -2.3015
O -2.3006 -1.2164 3.4725
C 1.8846 1.8419 -2.8666
H -2.1674 -0.2674 -3.4182
H 2.4565 1.5566 0.4326
H 0.2439 0.5335 3.8226
H 0.2743 -0.5053 5.1601
C 0.1873 0.4277 -1.9050
C -1.7481 -1.0501 -2.7797
H 3.3477 2.6935 -1.5558
H -1.0996 -1.7068 -3.3579
C 0.7627 1.0569 -3.0328
```

## Properties
**Energy**: -631.67712 Ha
**Energy above the lowest of the compared OMol25 structures with the same formula, charge and spin**: 12.9 kcal per mole
**E_LUMO**: 3.32 eV
**Total charge**: -1
**HOMO-LUMO gap**: 7.796 eV

---

[4]
# C19H18ClIN2O2V

C19H18ClIN2O2V as an isolated structure (ωB97M-V with the def2-TZVPD basis set, the Open Molecules 2025 dataset).

XYZ file:
```
44
C19H18ClIN2O2V ωB97M-V with the def2-TZVPD basis set
O 0.4542 -1.0496 1.3355
C -1.8522 1.8544 -1.8168
C 1.5524 -0.0344 3.6746
C 1.6057 -3.3001 -1.9023
N -0.0723 -1.6522 -1.3930
C 1.3856 0.7492 2.5353
C 0.5493 0.2244 1.3912
C -2.9513 0.1045 0.8535
H 2.5831 -3.1501 -3.8442
H 0.6594 0.8602 -4.5231
Cl 3.6485 2.3507 6.0873
C 2.6512 2.5360 3.5792
H 2.1336 -4.1968 -1.5789
V -1.8335 -0.8770 -0.2336
C -2.4207 -1.7799 1.2845
H -2.5367 2.0722 -0.9993
H 3.0928 3.5244 3.5523
C -0.6542 2.4412 -3.8164
C 1.9300 2.0373 2.4892
C 2.2388 0.4486 4.7846
C -0.4041 0.2836 -2.7426
H -2.2863 0.7864 1.4090
H -3.0006 -2.5489 0.7069
H 2.3528 -0.1521 5.6774
H -2.9829 -1.6525 2.2828
C 2.7957 1.7438 4.7340
H -1.3361 -1.8549 1.5984
I -3.3631 -2.0993 -1.8521
N -1.3160 0.6330 -1.8065
C 1.8666 -2.7130 -3.1466
C -0.0661 1.1772 -3.7830
H -3.8703 -0.0043 1.4778
C -1.5477 2.7841 -2.8018
H 1.3608 -1.0128 -4.3966
H 1.7839 2.6484 1.5990
C 0.2481 -1.0074 -2.5488
H -3.3628 0.3279 -0.2110
H -2.0214 3.7604 -2.7562
C 0.6420 -2.7365 -1.0626
O 0.0023 1.0717 0.6240
C 1.1885 -1.5412 -3.4563
H 1.1287 -1.0459 3.6898
H 0.4357 -3.1530 -0.0782
H -0.4113 3.1421 -4.6163
```

## Properties
**Energy**: -2695.95025 Ha
**Energy above the lowest of the compared OMol25 structures with the same formula, charge and spin**: 143.0 kcal per mole
**Multiplicity**: 2
**E_LUMO (spin up / spin down)**: -10.55 / -10.17 eV
**Total charge**: +2
**<S²>**: 0.866
**HOMO-LUMO gap (spin up / spin down)**: 2.820 / 3.287 eV

---

Copy entry 4 word for word.
# C19H18ClIN2O2V

C19H18ClIN2O2V as an isolated structure (ωB97M-V with the def2-TZVPD basis set, the Open Molecules 2025 dataset).

XYZ file:
```
44
C19H18ClIN2O2V ωB97M-V with the def2-TZVPD basis set
O 0.4542 -1.0496 1.3355
C -1.8522 1.8544 -1.8168
C 1.5524 -0.0344 3.6746
C 1.6057 -3.3001 -1.9023
N -0.0723 -1.6522 -1.3930
C 1.3856 0.7492 2.5353
C 0.5493 0.2244 1.3912
C -2.9513 0.1045 0.8535
H 2.5831 -3.1501 -3.8442
H 0.6594 0.8602 -4.5231
Cl 3.6485 2.3507 6.0873
C 2.6512 2.5360 3.5792
H 2.1336 -4.1968 -1.5789
V -1.8335 -0.8770 -0.2336
C -2.4207 -1.7799 1.2845
H -2.5367 2.0722 -0.9993
H 3.0928 3.5244 3.5523
C -0.6542 2.4412 -3.8164
C 1.9300 2.0373 2.4892
C 2.2388 0.4486 4.7846
C -0.4041 0.2836 -2.7426
H -2.2863 0.7864 1.4090
H -3.0006 -2.5489 0.7069
H 2.3528 -0.1521 5.6774
H -2.9829 -1.6525 2.2828
C 2.7957 1.7438 4.7340
H -1.3361 -1.8549 1.5984
I -3.3631 -2.0993 -1.8521
N -1.3160 0.6330 -1.8065
C 1.8666 -2.7130 -3.1466
C -0.0661 1.1772 -3.7830
H -3.8703 -0.0043 1.4778
C -1.5477 2.7841 -2.8018
H 1.3608 -1.0128 -4.3966
H 1.7839 2.6484 1.5990
C 0.2481 -1.0074 -2.5488
H -3.3628 0.3279 -0.2110
H -2.0214 3.7604 -2.7562
C 0.6420 -2.7365 -1.0626
O 0.0023 1.0717 0.6240
C 1.1885 -1.5412 -3.4563
H 1.1287 -1.0459 3.6898
H 0.4357 -3.1530 -0.0782
H -0.4113 3.1421 -4.6163
```

## Properties
**Energy**: -2695.95025 Ha
**Energy above the lowest of the compared OMol25 structures with the same formula, charge and spin**: 143.0 kcal per mole
**Multiplicity**: 2
**E_LUMO (spin up / spin down)**: -10.55 / -10.17 eV
**Total charge**: +2
**<S²>**: 0.866
**HOMO-LUMO gap (spin up / spin down)**: 2.820 / 3.287 eV